[1]
Here is a molecular structure, C25H48Cl3N4O3SSiTi from OMol25. Energies are from ωB97M-V with the def2-TZVPD basis set.

Calculated values
HOMO level (spin up / spin down)   -0.1813 / -0.1809 Ha
Spin multiplicity   2
Net charge   0
E_LUMO (spin up / spin down)   0.09 / 0.09 eV
Energy above the lowest of the compared OMol25 structures with the same formula, charge and spin   148.5 kcal/mol
Max |F|   5.533 eV/A

Geometry as XYZ:
```
86
Properties=species:S:1:pos:R:3:lowdin_charge:R:1
C -2.182 5.651 -1.104 -0.042
C -1.702 4.600 -0.124 -0.396
H -1.891 6.676 -0.810 0.095
H -3.283 5.595 -1.174 0.093
H -1.776 5.468 -2.098 0.042
C -2.054 4.650 1.221 -0.180
C -3.165 5.490 1.653 -0.168
H -1.582 3.987 1.957 0.070
H -4.077 5.022 1.249 0.065
H -3.070 6.505 1.230 0.062
H -3.248 5.574 2.741 0.064
Ti -0.259 -1.597 -0.772 0.058
Cl 1.289 -0.663 -2.370 0.071
Cl -1.940 -2.335 -2.122 0.051
H 0.484 -6.797 -2.225 0.087
H 1.876 -6.266 -3.775 0.088
C 0.447 -5.887 -1.628 -0.009
C 1.608 -5.208 -3.763 -0.021
N 1.159 -4.886 -2.414 -0.153
H 0.959 -6.053 -0.672 0.100
C 1.174 -3.642 -1.994 -0.335
O 0.646 -3.327 -0.869 -0.241
H 2.488 -4.605 -4.027 0.101
H 1.664 -2.899 -2.627 0.049
H -0.594 -5.594 -1.427 0.104
H 0.822 -5.022 -4.515 0.108
H -3.524 1.177 0.190 0.057
H -3.168 1.938 2.990 0.101
C -3.863 0.375 0.862 -0.035
C -3.110 0.851 3.148 -0.036
N -2.853 0.152 1.889 -0.170
H -4.041 -0.576 0.352 0.109
C -1.848 -0.746 1.733 -0.329
O -1.742 -1.578 0.783 -0.256
H -2.330 0.615 3.875 0.084
H -1.089 -0.689 2.540 0.110
H -4.767 0.737 1.358 0.100
H -4.079 0.507 3.522 0.095
O -1.829 3.211 -0.892 -0.263
C -0.539 3.724 -0.541 -0.215
C -0.394 2.191 1.508 -0.179
C 0.226 2.985 0.512 -0.208
H -1.424 1.869 1.386 0.057
C 0.303 1.851 2.671 -0.134
H 0.051 4.099 -1.398 0.153
C 1.628 3.097 0.566 -0.029
H -0.214 1.361 3.502 0.091
C 1.666 2.128 2.767 -0.131
C 2.350 2.651 1.672 -0.125
H 2.130 3.574 -0.287 0.117
H 2.224 1.863 3.666 0.100
H 3.448 2.726 1.673 0.102
Si -2.319 1.938 -2.654 0.647
Cl -0.800 0.537 -0.661 0.342
C -3.892 0.992 -2.292 -0.176
C -1.354 1.017 -4.032 -0.221
C -2.363 3.649 -3.295 -0.212
H -4.125 0.891 -1.243 -0.033
H -3.853 -0.036 -2.684 0.026
H -4.755 1.503 -2.748 0.045
H -3.094 4.246 -2.731 0.032
H -2.634 3.642 -4.359 0.042
H -1.355 4.095 -3.232 0.047
H -0.330 1.406 -4.110 0.019
H -1.863 1.280 -4.981 0.034
H -1.310 -0.083 -3.958 -0.011
C 3.979 -0.300 0.050 -0.077
N 3.702 -1.564 0.759 -0.180
C 4.334 -2.728 0.121 -0.039
C 2.456 -1.783 1.281 -0.629
S 1.175 -0.686 1.025 0.775
N 2.226 -2.928 1.959 -0.187
C 3.302 -3.590 2.694 -0.055
C 0.882 -3.218 2.445 -0.075
H 5.031 -0.350 -0.271 0.088
H 3.827 0.557 0.719 0.066
H 3.332 -0.188 -0.839 0.026
H 4.795 -3.372 0.879 0.065
H 3.591 -3.304 -0.454 0.094
H 5.108 -2.345 -0.553 0.092
H 4.188 -2.946 2.745 0.093
H 2.948 -3.805 3.713 0.095
H 3.544 -4.552 2.214 0.096
H 0.538 -2.464 3.162 0.089
H 0.187 -3.256 1.603 0.059
H 0.934 -4.204 2.914 0.093
```

[2]
Here is a molecular structure, C41H35ClN2Si2Tl from OMol25. Energies are from ωB97M-V with the def2-TZVPD basis set.

Calculated values
HOMO level (spin up / spin down)   -0.3964 / -0.3583 Ha
Net charge   +1
E_LUMO (spin up / spin down)   -3.19 / -4.65 eV
Energy above the lowest of the compared OMol25 structures with the same formula, charge and spin   0.0 kcal/mol
Max |F|   3.154 eV/A

Geometry as XYZ:
```
82
Properties=species:S:1:pos:R:3:lowdin_charge:R:1
C -1.088 -0.199 0.908 -0.108
C -1.732 0.197 -0.297 -0.141
C -1.608 -0.871 -1.231 -0.080
H -2.274 1.127 -0.457 0.101
C -0.858 -1.909 -0.613 -0.103
C -0.549 -1.500 0.713 -0.097
H -0.052 -2.106 1.468 0.108
H -1.082 0.354 1.846 0.111
H -2.050 -0.919 -2.225 0.107
H -0.612 -2.869 -1.063 0.092
Tl 1.395 0.799 -1.110 0.945
Si 1.116 0.157 -4.886 0.497
C -0.047 1.630 -4.624 -0.342
C 0.381 2.909 -5.005 -0.119
H 1.374 3.050 -5.458 0.107
C -0.465 4.009 -4.866 -0.068
H -0.136 4.994 -5.208 0.112
C -1.740 3.832 -4.313 -0.078
H -2.411 4.689 -4.225 0.107
C -2.156 2.571 -3.883 -0.076
H -3.146 2.424 -3.450 0.106
C -1.304 1.472 -4.034 -0.114
H -1.643 0.484 -3.705 0.072
C -0.004 -1.367 -4.714 -0.315
C -1.199 -1.504 -5.443 -0.094
H -1.564 -0.689 -6.066 0.100
C -1.963 -2.680 -5.354 -0.070
H -2.889 -2.766 -5.930 0.111
C -1.549 -3.735 -4.547 -0.077
H -2.125 -4.665 -4.494 0.111
C -0.358 -3.612 -3.823 -0.094
H -0.004 -4.439 -3.203 0.106
C 0.393 -2.432 -3.895 -0.134
H 1.295 -2.340 -3.286 0.083
H 2.034 0.865 -3.790 -0.048
Si 2.078 0.474 -7.029 0.253
C 1.723 -1.170 -7.873 -0.332
C 1.011 -1.234 -9.075 -0.093
H 0.945 -0.354 -9.713 0.104
C 0.373 -2.421 -9.463 -0.074
H -0.249 -2.442 -10.358 0.105
C 0.553 -3.599 -8.729 -0.079
H 0.067 -4.536 -9.035 0.109
C 1.418 -3.574 -7.628 -0.083
H 1.620 -4.495 -7.080 0.105
C 2.037 -2.381 -7.237 -0.121
H 2.742 -2.397 -6.405 0.104
C 1.181 1.766 -8.055 -0.338
C -0.225 1.761 -8.151 -0.106
H -0.812 0.952 -7.704 0.101
C -0.897 2.800 -8.806 -0.073
H -1.987 2.797 -8.830 0.107
C -0.178 3.809 -9.447 -0.078
H -0.706 4.627 -9.942 0.108
C 1.216 3.739 -9.475 -0.076
H 1.788 4.471 -10.043 0.107
C 1.893 2.720 -8.795 -0.101
H 2.981 2.664 -8.845 0.085
H 2.039 -0.427 -3.808 -0.011
Cl 4.121 0.753 -6.946 0.331
C 3.508 -2.476 2.111 -0.025
C 2.850 -1.852 1.037 -0.120
N 2.410 -0.593 1.105 0.020
C 2.506 0.105 2.255 -0.145
C 3.172 -0.454 3.392 -0.139
C 3.686 -1.763 3.285 0.015
C 3.270 0.334 4.576 -0.008
C 2.672 1.568 4.681 -0.008
C 1.915 2.130 3.607 -0.136
C 1.200 3.347 3.698 0.015
C 0.459 3.795 2.619 -0.029
C 0.473 3.043 1.433 -0.118
N 1.187 1.913 1.310 -0.016
C 1.865 1.418 2.367 -0.150
H 3.853 -3.493 1.987 0.113
H 2.671 -2.383 0.098 0.118
H 4.204 -2.197 4.139 0.128
H 3.833 -0.073 5.419 0.125
H 2.754 2.153 5.601 0.125
H 1.241 3.907 4.636 0.129
H -0.133 4.711 2.653 0.119
H -0.103 3.354 0.554 0.118
```

[3]
Here is C27H30N4O6 in the gas phase from OMol25. Energies are from ωB97M-V with the def2-TZVPD basis set.

Calculated values
HOMO level   -0.3340 Ha
SMILES string   CC(C)(C)OC(=O)[C@H](Cc1ccccc1)NC(=O)c1nc[nH]c1C(=O)NCC(=O)OCc1ccccc1
Net charge   0
E_LUMO   0.63 eV
Energy above the lowest of the compared OMol25 structures with the same formula, charge and spin   28.3 kcal/mol
Max |F|   0.969 eV/A

Geometry as XYZ:
```
67
Properties=species:S:1:pos:R:3:lowdin_charge:R:1
C -4.085 -2.461 -1.020 -0.017
C -3.001 -2.971 -0.074 -0.556
C -3.556 -4.049 0.856 -0.019
C -1.794 -3.499 -0.849 -0.013
O -2.576 -1.912 0.831 0.047
C -1.989 -0.818 0.385 -0.445
O -1.795 -0.520 -0.765 0.108
C -1.553 0.066 1.561 -0.180
C -2.773 0.800 2.154 -0.069
C -3.472 1.605 1.094 -0.231
C -4.536 1.060 0.387 -0.043
C -5.144 1.769 -0.632 -0.073
C -4.695 3.038 -0.957 -0.088
C -3.643 3.595 -0.251 -0.074
C -3.036 2.884 0.770 -0.049
N -0.552 1.000 1.125 0.135
C 0.753 0.850 1.395 -0.399
O 1.194 -0.068 2.081 0.052
C 1.584 1.917 0.821 -0.144
N 0.996 2.955 0.154 0.123
C 1.967 3.724 -0.251 -0.166
N 3.169 3.245 0.119 0.145
C 2.961 2.088 0.812 -0.078
C 4.153 1.336 1.262 -0.435
O 5.266 1.740 0.960 0.063
N 3.898 0.248 2.010 0.107
C 4.910 -0.766 2.211 -0.049
C 4.719 -1.738 1.047 -0.476
O 4.134 -2.786 1.108 0.118
O 5.201 -1.187 -0.061 0.017
C 4.726 -1.668 -1.325 -0.098
C 3.626 -0.739 -1.768 -0.196
C 3.944 0.466 -2.382 -0.035
C 2.946 1.365 -2.713 -0.089
C 1.624 1.070 -2.428 -0.090
C 1.301 -0.124 -1.805 -0.069
C 2.299 -1.022 -1.470 -0.018
H -4.952 -2.124 -0.457 0.081
H -4.392 -3.264 -1.685 0.092
H -3.710 -1.634 -1.618 0.082
H -4.373 -3.647 1.449 0.087
H -2.778 -4.396 1.531 0.089
H -3.922 -4.890 0.274 0.090
H -2.079 -4.387 -1.407 0.092
H -0.993 -3.757 -0.160 0.096
H -1.430 -2.749 -1.546 0.079
H -1.093 -0.574 2.321 0.160
H -3.449 0.053 2.572 0.125
H -2.422 1.449 2.958 0.129
H -4.892 0.073 0.643 0.107
H -5.968 1.331 -1.175 0.104
H -5.166 3.591 -1.756 0.101
H -3.292 4.587 -0.494 0.103
H -2.223 3.333 1.324 0.114
H -0.814 1.728 0.473 0.118
H 1.831 4.631 -0.807 0.124
H 4.096 3.601 -0.064 0.165
H 2.916 -0.027 2.143 0.098
H 5.892 -0.293 2.155 0.130
H 4.755 -1.268 3.166 0.133
H 4.367 -2.695 -1.208 0.125
H 5.580 -1.637 -2.004 0.132
H 4.978 0.697 -2.593 0.118
H 3.202 2.298 -3.194 0.102
H 0.842 1.770 -2.683 0.107
H 0.270 -0.346 -1.579 0.080
H 2.050 -1.947 -0.970 0.119
```

[4]
Here is a molecular structure, C12H26N4OP2Sr from OMol25. Energies are from ωB97M-V with the def2-TZVPD basis set.

Calculated values
HOMO level (spin up / spin down)   -0.3093 / -0.3155 Ha
Spin multiplicity   2
Net charge   +1
E_LUMO (spin up / spin down)   -3.43 / -3.44 eV
Energy above the lowest of the compared OMol25 structures with the same formula, charge and spin   75.7 kcal/mol
Max |F|   3.003 eV/A

Geometry as XYZ:
```
46
Properties=species:S:1:pos:R:3:lowdin_charge:R:1
Sr 0.240 -0.054 0.356 1.253
P 0.893 2.827 -1.033 1.028
P 2.074 -2.610 0.083 0.694
N -1.585 0.740 -1.099 -0.224
N -0.910 -1.905 -0.868 -0.253
H -3.345 0.029 -2.164 0.113
H -2.997 -2.302 -0.910 0.111
H -3.378 -0.154 -0.388 0.103
C -2.721 -0.197 -1.275 -0.243
H -2.279 -1.882 -2.496 0.108
C -2.264 -1.644 -1.418 -0.265
H -2.159 1.844 -2.843 0.143
H -1.191 -3.920 -1.312 0.112
C -1.351 1.652 -2.079 -0.376
C -0.483 -3.165 -0.931 -0.370
H -1.349 3.596 -0.881 0.099
C -0.771 3.062 -1.650 -0.261
H -0.723 3.688 -2.545 0.097
H 3.044 -2.991 -0.904 -0.086
H 2.477 -3.545 1.090 -0.092
H 1.811 3.690 -1.621 0.054
H 0.883 2.833 0.379 0.046
O 1.361 1.334 -1.518 -0.454
C 0.962 0.962 -2.881 -0.462
C 1.618 1.864 -3.915 -0.058
C 1.313 -0.501 -3.058 -0.037
H -0.392 1.190 -2.764 0.072
H 1.318 2.897 -3.848 0.052
H 2.715 1.849 -3.900 0.094
H 1.335 1.467 -4.896 0.102
H 0.765 -1.131 -2.361 0.036
H 1.099 -0.846 -4.068 0.101
H 2.376 -0.647 -2.896 0.087
C 0.765 -3.638 -0.564 -0.497
H 0.917 -4.713 -0.708 0.041
C -1.070 0.714 6.066 -0.003
N 0.011 0.057 5.304 -0.177
C 1.030 -0.678 6.080 -0.003
C 0.037 0.091 4.026 -0.284
N 0.082 0.114 2.855 0.025
H -0.881 0.559 7.119 0.084
H -2.040 0.276 5.798 0.102
H -1.105 1.788 5.833 0.100
H 1.015 -1.751 5.820 0.105
H 2.040 -0.286 5.864 0.103
H 0.811 -0.559 7.127 0.081
```